1.
{
  "formula": "C14H30N3O8",
  "method": "ωB97M-V with the def2-TZVPD basis set",
  "elements": ["C", "C", "C", "O", "O", "C", "C", "N", "C", "N", "N", "H", "H", "H", "H", "H", "H", "H", "H", "H", "H", "H", "H", "H", "H", "C", "C", "O", "C", "O", "O", "C", "H", "H", "H", "H", "H", "H", "H", "H", "C", "C", "O", "C", "O", "O", "C", "H", "H", "H", "H", "H", "H", "H", "H"],
  "xyz": [[0.12992, 0.15973, -5.87457], [-0.05935, 1.36176, -4.94849], [-1.24084, 1.22313, -4.02217], [-2.09296, 2.04083, -3.83696], [-1.24352, 0.01336, -3.36213], [-1.77900, 0.05241, -2.03624], [-1.25079, -1.16918, -1.31989], [0.13092, -0.95850, -0.86355], [1.14752, -1.00839, -1.72864], [2.13464, -0.13046, -1.61294], [1.15841, -2.00328, -2.67689], [0.24601, -0.76418, -5.30977], [1.00519, 0.30285, -6.50465], [-0.73107, 0.03776, -6.52918], [-0.22830, 2.26908, -5.52254], [0.82972, 1.49638, -4.32576], [-1.50047, 0.98689, -1.54578], [-2.86800, 0.00867, -2.05453], [-1.87241, -1.40029, -0.45715], [-1.29009, -2.02455, -1.98972], [0.31231, -0.82412, 0.11939], [2.82109, -0.06209, -2.35130], [1.92263, 0.74422, -1.14936], [1.51326, -1.72000, -3.58250], [1.60821, -2.85556, -2.36186], [2.30515, 1.79745, 1.69967], [3.72088, 1.50020, 1.24787], [4.46396, 2.69319, 0.99344], [4.94814, 3.29579, 2.09588], [4.80911, 2.89006, 3.21884], [5.59430, 4.38520, 1.71809], [6.14914, 5.15949, 2.79604], [1.80444, 2.46059, 0.98933], [1.73341, 0.87010, 1.78926], [2.30448, 2.28653, 2.67147], [3.72594, 0.97327, 0.29291], [4.24670, 0.87953, 1.97248], [6.76273, 4.53239, 3.43773], [5.35065, 5.61408, 3.37853], [6.75255, 5.92475, 2.32023], [-3.73507, -4.76244, 4.13838], [-2.86072, -3.55277, 3.90396], [-3.19186, -2.88423, 2.66507], [-4.26845, -2.09800, 2.72317], [-4.93415, -1.86934, 3.69524], [-4.47572, -1.59083, 1.50267], [-5.63935, -0.75465, 1.40241], [-3.68517, -5.44108, 3.28650], [-3.39663, -5.29452, 5.02718], [-4.77248, -4.46814, 4.28813], [-1.81726, -3.83834, 3.78497], [-2.93427, -2.83964, 4.72365], [-5.62508, 0.01651, 2.16859], [-6.54236, -1.35318, 1.50201], [-5.59597, -0.30845, 0.41347]],
  "forces_ev_per_angstrom": [[-0.014, 0.067, 0.011], [-0.309, -0.247, -0.187], [-0.295, -0.113, -0.072], [0.248, -0.016, 0.181], [0.793, 0.415, 0.236], [-0.564, -0.188, -0.141], [-0.268, -0.357, 0.242], [0.265, -0.680, -0.247], [-0.021, -0.169, 0.470], [-0.402, 0.485, -0.481], [0.185, 0.597, -0.567], [-0.004, -0.049, -0.008], [0.036, -0.005, -0.004], [-0.027, -0.023, -0.007], [0.125, 0.071, 0.036], [-0.010, 0.110, 0.025], [0.041, -0.016, 0.042], [-0.035, 0.002, -0.109], [0.088, 0.047, 0.113], [0.005, -0.015, 0.006], [-0.013, 0.672, -0.052], [0.274, -0.320, 0.246], [0.113, -0.046, 0.138], [0.141, -0.046, 0.057], [-0.449, -0.179, 0.135], [0.002, 0.093, -0.070], [-0.029, -0.157, -0.020], [-0.022, 0.036, 0.011], [0.008, -0.040, -0.023], [-0.021, 0.023, 0.006], [-0.008, 0.011, -0.003], [0.047, 0.031, -0.006], [-0.013, -0.022, -0.008], [0.012, -0.015, 0.035], [0.000, -0.033, 0.019], [0.076, 0.012, -0.004], [0.001, 0.063, 0.055], [-0.012, -0.011, 0.003], [-0.007, -0.027, 0.015], [-0.011, 0.003, -0.010], [-0.082, 0.024, -0.106], [0.101, -0.062, 0.137], [0.010, 0.043, 0.003], [0.016, -0.020, -0.027], [-0.006, -0.017, -0.005], [0.045, 0.049, -0.061], [0.001, 0.030, -0.037], [0.036, -0.025, 0.024], [0.006, 0.000, 0.004], [0.010, 0.012, 0.033], [-0.006, 0.007, -0.057], [-0.055, 0.023, -0.026], [-0.006, -0.013, 0.016], [0.001, 0.000, 0.041], [-0.001, -0.016, -0.006]],
  "mulliken_charge": [-1.057, -0.221, 0.483, -0.529, -0.217, -0.561, -0.775, -0.083, 0.343, -0.295, -0.340, 0.190, 0.354, 0.350, 0.322, 0.180, 0.375, 0.408, 0.483, 0.305, 0.291, 0.230, 0.199, 0.280, 0.255, -1.044, -0.067, -0.369, 0.786, -0.545, -0.345, -0.630, 0.294, 0.196, 0.411, 0.149, 0.355, 0.308, 0.300, 0.223, -1.090, -0.207, -0.327, 0.732, -0.544, -0.277, -0.661, 0.291, 0.360, 0.319, 0.267, 0.326, 0.336, 0.300, 0.182],
  "energy_ev": -35849.4961,
  "charge": 1,
  "spin_multiplicity": 1
}



2.
{
  "formula": "C29H60N11ReSSi",
  "method": "ωB97M-V with the def2-TZVPD basis set",
  "elements": ["Re", "C", "N", "C", "C", "N", "C", "C", "N", "C", "C", "N", "C", "N", "C", "C", "N", "C", "C", "C", "C", "N", "C", "N", "C", "C", "N", "C", "C", "N", "C", "C", "H", "H", "H", "H", "H", "H", "H", "H", "H", "H", "H", "H", "H", "H", "H", "H", "H", "H", "H", "H", "H", "H", "H", "H", "H", "H", "H", "H", "H", "H", "H", "H", "H", "H", "H", "H", "H", "H", "H", "H", "H", "H", "H", "H", "H", "H", "H", "H", "C", "Si", "C", "C", "C", "C", "C", "C", "N", "C", "S", "H", "H", "H", "H", "H", "H", "H", "H", "H", "H", "H", "H"],
  "xyz": [[-0.04011, 0.76384, 0.08435], [1.19178, 1.81110, 4.92002], [0.28472, 0.71220, 4.56379], [-0.20537, -0.02652, 5.73108], [0.16655, 0.26592, 3.29356], [0.08354, 1.10045, 2.28181], [-0.09725, 2.51974, 2.63287], [-0.59958, 3.33295, 1.45208], [0.13925, 2.96533, 0.23248], [1.56621, 3.38159, 0.32713], [2.44949, 2.19419, 0.67215], [2.10920, 1.06614, -0.20958], [3.10890, 0.56897, -0.94317], [4.28763, 1.24428, -1.09655], [4.38092, 2.60871, -1.59421], [5.56558, 0.54878, -0.96518], [3.02996, -0.61623, -1.57772], [2.24135, -1.73899, -1.11556], [3.81662, -0.89476, -2.77660], [-0.50584, 3.46968, -1.00090], [-0.02110, 2.64845, -2.18218], [-0.32724, 1.22206, -1.95561], [-0.49719, 0.47809, -3.06666], [0.17155, 0.76028, -4.19461], [-0.41398, 0.55441, -5.51833], [1.54940, 1.23690, -4.20602], [-1.35188, -0.56851, -3.09560], [-1.07369, -1.76694, -3.87722], [-2.73597, -0.45406, -2.66016], [0.24303, -1.12341, 2.99921], [1.64435, -1.54984, 2.93849], [-0.60473, -2.09072, 3.69425], [1.77219, 1.49108, 5.78507], [0.66196, 2.72495, 5.19300], [1.90003, 2.01364, 4.11974], [-0.40004, 0.70038, 6.51745], [0.52712, -0.74149, 6.11151], [-1.14136, -0.52970, 5.51798], [0.83907, 2.95617, 2.98117], [-0.81626, 2.60859, 3.45058], [-0.48426, 4.39819, 1.67110], [-1.65610, 3.14936, 1.28742], [1.68925, 4.17043, 1.07162], [1.87834, 3.79180, -0.63204], [2.28300, 1.88119, 1.70304], [3.49169, 2.48835, 0.59845], [3.39058, 3.01239, -1.80110], [4.95319, 2.61751, -2.52535], [4.89870, 3.26175, -0.88719], [5.42762, -0.40442, -0.45977], [6.22746, 1.16581, -0.35550], [6.06014, 0.38243, -1.92507], [2.03817, -1.63450, -0.05384], [2.80992, -2.65621, -1.27080], [1.29626, -1.82098, -1.66074], [4.14561, 0.02579, -3.25052], [3.18583, -1.44007, -3.48016], [4.68759, -1.51514, -2.55946], [-0.28781, 4.52918, -1.15943], [-1.58630, 3.35678, -0.90023], [1.05371, 2.80760, -2.30537], [-0.51447, 3.00515, -3.08765], [-1.48083, 0.36429, -5.44463], [0.06414, -0.26824, -6.05288], [-0.26903, 1.46239, -6.10490], [2.00685, 1.06650, -3.23275], [1.61669, 2.29379, -4.47189], [2.10154, 0.66949, -4.95616], [-0.03803, -1.78331, -4.20699], [-1.72678, -1.85285, -4.74803], [-1.24604, -2.63838, -3.24080], [-2.87463, 0.44675, -2.07225], [-3.02586, -1.32642, -2.07588], [-3.39007, -0.40574, -3.53546], [2.12645, -1.54907, 3.92316], [2.20399, -0.89074, 2.27100], [1.67779, -2.56653, 2.54571], [-1.63129, -1.72807, 3.73960], [-0.25402, -2.34564, 4.69618], [-0.59803, -3.00536, 3.10422], [-2.05252, -4.64920, 0.48501], [-3.60848, -3.63082, 0.77865], [-4.70255, -3.72705, -0.75534], [-4.47498, -4.12947, 2.36625], [-3.32908, -1.71075, 0.94573], [-4.44932, -0.93954, 1.28373], [-4.42072, 0.44418, 1.22459], [-3.24716, 1.07765, 0.84875], [-2.14553, 0.38876, 0.56722], [-2.19764, -0.96779, 0.61116], [-0.62407, -1.55975, 0.13399], [-2.35750, -5.67841, 0.28105], [-1.39093, -4.69025, 1.35013], [-1.47306, -4.30972, -0.37224], [-5.28990, -4.64732, -0.73370], [-4.10461, -3.74882, -1.66909], [-5.40347, -2.89330, -0.82254], [-4.62167, -5.21097, 2.38655], [-5.46250, -3.67250, 2.45223], [-3.89836, -3.86021, 3.25326], [-5.37444, -1.43175, 1.56161], [-5.30313, 1.02974, 1.44242], [-3.21809, 2.15437, 0.76204]],
  "forces_ev_per_angstrom": [[-0.694, -1.630, -0.347], [0.132, 0.043, 0.296], [0.142, 0.119, -0.110], [0.054, -0.124, 0.158], [0.139, -0.844, 0.464], [-0.138, 0.311, -1.101], [-0.057, 0.405, -0.317], [-0.143, 0.026, 0.289], [0.107, -0.548, 0.011], [0.367, -0.038, 0.015], [0.010, 0.078, 0.019], [-0.674, 0.071, 0.448], [0.237, -0.204, -0.277], [-0.079, -0.118, -0.171], [-0.019, 0.070, 0.037], [0.128, 0.012, -0.043], [0.090, 0.093, 0.164], [-0.144, -0.077, 0.096], [0.091, -0.073, -0.087], [-0.103, 0.015, -0.314], [0.098, 0.256, 0.042], [0.054, 0.502, 1.490], [-0.458, -0.827, -0.567], [0.202, 0.003, 0.190], [-0.059, -0.022, -0.232], [0.052, 0.093, 0.023], [0.167, 0.318, 0.105], [0.033, -0.181, -0.075], [-0.103, 0.006, 0.192], [-0.180, 0.455, 0.006], [-0.039, 0.052, 0.141], [-0.043, 0.038, -0.116], [-0.034, -0.076, -0.006], [0.044, -0.024, 0.002], [0.032, -0.130, 0.151], [0.015, 0.049, -0.032], [0.005, 0.024, -0.049], [0.033, 0.060, 0.012], [-0.236, 0.063, -0.188], [0.043, -0.014, -0.007], [0.009, 0.014, -0.035], [0.009, -0.019, -0.098], [-0.127, 0.058, -0.036], [-0.089, 0.045, 0.048], [0.029, 0.025, 0.014], [-0.009, -0.020, 0.049], [0.065, -0.039, -0.005], [-0.027, -0.008, -0.004], [-0.043, 0.011, 0.005], [-0.007, 0.013, -0.017], [-0.022, -0.023, 0.022], [-0.043, 0.017, 0.001], [-0.013, -0.016, 0.032], [0.017, 0.020, 0.005], [0.101, -0.017, -0.009], [0.009, -0.003, 0.039], [-0.021, 0.013, 0.018], [-0.031, 0.000, 0.024], [0.016, 0.005, 0.087], [0.006, -0.005, 0.070], [-0.041, -0.016, -0.040], [0.022, -0.036, -0.024], [0.026, 0.029, 0.040], [0.005, -0.011, 0.070], [0.007, 0.014, 0.050], [-0.068, 0.035, -0.072], [-0.031, -0.007, -0.007], [-0.017, -0.016, 0.016], [-0.004, 0.026, 0.029], [0.012, 0.045, 0.008], [-0.014, 0.058, -0.011], [0.007, 0.048, 0.081], [0.012, -0.006, 0.082], [0.036, 0.004, 0.003], [0.039, -0.014, -0.012], [0.020, -0.017, -0.018], [-0.004, 0.036, -0.033], [-0.012, -0.020, 0.025], [-0.043, -0.035, -0.032], [-0.033, -0.059, -0.109], [-0.161, 0.262, 0.159], [-0.090, -0.075, -0.074], [0.113, -0.050, 0.342], [0.075, 0.073, -0.295], [0.238, -0.092, -0.090], [0.110, -0.171, -0.111], [0.130, 0.181, -0.050], [-0.495, 0.191, 0.153], [0.649, -0.108, -0.280], [-0.250, -0.170, 0.005], [0.821, 1.502, -0.276], [-0.096, 0.015, -0.007], [0.035, 0.055, 0.056], [-0.006, 0.009, -0.063], [0.008, -0.011, -0.032], [0.022, 0.024, 0.006], [-0.027, -0.019, 0.012], [-0.002, -0.005, -0.021], [0.000, -0.009, 0.019], [0.029, 0.006, -0.024], [-0.002, 0.004, 0.004], [0.034, 0.027, 0.019], [0.046, 0.000, -0.020]],
  "lowdin_spin": [0.953, 0.002, 0.010, 0.001, 0.012, 0.005, 0.000, 0.001, -0.002, 0.001, 0.001, 0.010, 0.006, 0.003, 0.000, 0.000, 0.013, 0.000, 0.001, 0.002, 0.004, 0.018, 0.013, 0.008, 0.001, 0.001, 0.002, 0.001, 0.001, -0.003, 0.001, 0.000, 0.001, 0.000, 0.000, 0.000, 0.000, 0.000, 0.000, 0.000, 0.000, 0.000, 0.000, 0.000, 0.000, 0.000, 0.000, 0.000, 0.000, 0.000, 0.000, 0.000, 0.000, 0.000, 0.000, 0.000, 0.000, 0.000, 0.000, 0.000, 0.000, 0.000, 0.000, 0.000, 0.000, 0.000, 0.000, 0.000, 0.000, 0.000, 0.001, 0.000, 0.000, 0.000, 0.000, 0.000, 0.000, 0.000, 0.000, 0.000, 0.000, -0.001, -0.001, 0.000, -0.012, 0.018, -0.015, 0.016, -0.014, 0.004, -0.068, 0.000, 0.000, 0.000, 0.000, 0.000, 0.000, 0.000, 0.000, 0.000, 0.001, -0.001, 0.001],
  "energy_ev": -68258.3727,
  "charge": 3,
  "spin_multiplicity": 2
}



3.
{
  "formula": "C6H5F3N3O",
  "method": "ωB97M-V with the def2-TZVPD basis set",
  "elements": ["C", "C", "C", "C", "C", "C", "N", "N", "N", "O", "F", "F", "F", "H", "H", "H", "H", "H"],
  "xyz": [[-1.70116, -3.66651, 0.16774], [-2.26766, -2.73270, -0.71340], [-0.58441, -3.20065, 0.87419], [-0.56580, -1.29247, -0.31065], [1.73723, 4.22170, -0.61305], [1.88938, 3.98189, 0.78772], [-1.69873, -1.58218, -0.93799], [-0.05377, -2.02099, 0.66696], [0.23116, -0.28689, -0.98209], [1.59017, 4.48360, -1.69766], [2.96874, 4.77847, 1.20922], [-0.34400, 0.97488, -1.20495], [1.32240, 0.12723, -0.24209], [-2.28023, -4.67969, 0.29403], [-3.10904, -2.96838, -1.33229], [-0.20944, -3.69670, 1.78445], [0.96155, 4.59451, 1.10135], [2.11361, 2.96487, 1.14849]],
  "forces_ev_per_angstrom": [[-1.645, -1.897, 0.084], [0.003, 0.446, 0.065], [0.363, -0.262, 1.444], [0.505, 1.606, -1.139], [0.385, -2.584, 5.159], [-1.328, 2.024, -1.474], [0.165, -0.028, -0.476], [0.353, -0.108, -0.563], [0.510, 2.377, 1.984], [-0.663, 1.322, -5.216], [1.199, 0.375, 1.256], [-0.391, -2.306, -0.167], [-0.832, -1.528, -0.498], [1.729, 1.998, -0.033], [-0.511, -0.199, -0.161], [-0.248, -0.094, -0.551], [0.985, -1.544, 0.451], [-0.581, 0.402, -0.165]],
  "lowdin_spin": [0.215, 0.047, 0.055, 0.054, 0.409, 0.145, 0.206, 0.180, 0.154, 0.293, 0.100, 0.041, 0.039, 0.003, 0.006, 0.010, 0.018, 0.025],
  "energy_ev": -20955.1589,
  "charge": 1,
  "spin_multiplicity": 3
}